Model i:
Molecular formula: C3HN3O2
Method: DFT, ωB97M-V/def2-TZVPD

Geometry as ORCA input:
```
! wB97M-V def2-TZVPD RIJCOSX def2/J DEFGRID3
* xyz 0 1
H -0.98265 -0.35085 -0.95886
N 0.54923 -1.17293 -0.01599
O 1.74937 -1.11540 0.07947
N -1.60670 0.82538 1.86072
C -0.88529 0.48409 1.05737
C 0.48757 1.25137 -0.74963
N 1.08168 2.12408 -1.16501
O -0.19907 -2.13430 0.10223
C -0.19414 0.08855 -0.21031
*
```

Summary:
Frontier orbital gap, eV: 11.498
SMILES: N#CC(C#N)[N+](=O)[O-]

Model ii:
Molecular formula: C3HN3O2
Method: DFT, ωB97M-V/def2-TZVPD

Geometry as ORCA input:
```
! wB97M-V def2-TZVPD RIJCOSX def2/J DEFGRID3
* xyz 0 1
C -0.20068 -0.79061 -0.03492
N -0.16531 0.78138 1.45185
O -0.90870 -1.14860 1.03892
C 0.81169 1.51894 -0.60827
N 1.27272 2.14071 -1.40159
H -0.00992 -1.12613 -1.69569
N -0.88582 -0.10965 1.96698
O -0.36320 -1.68246 -1.00135
C 0.44924 0.41641 0.28406
*
```

Summary:
Frontier orbital gap, eV: 10.748
SMILES: N#Cc1nnoc1O

Name the least stable of them. model i.

Model i:
Molecular formula: C3HN3O2
Method: DFT, ωB97M-V/def2-TZVPD

Geometry as ORCA input:
```
! wB97M-V def2-TZVPD RIJCOSX def2/J DEFGRID3
* xyz 0 1
C 0.40252 -0.74650 -0.15490
N 2.75145 -1.27015 -0.98119
O -1.50075 1.82052 0.33614
C -1.02389 0.49558 0.54219
C 1.76695 -1.02481 -0.40070
O 0.37778 0.52785 0.25585
N -0.53845 -1.49710 -0.10527
N -1.57182 -0.73554 0.26270
H -0.66379 2.43014 0.24517
*
```

Summary:
Frontier orbital gap, eV: 9.903

Model ii:
Molecular formula: C3HN3O2
Method: DFT, ωB97M-V/def2-TZVPD

Geometry as ORCA input:
```
! wB97M-V def2-TZVPD RIJCOSX def2/J DEFGRID3
* xyz 0 1
N -2.73107 0.97804 -0.04014
N -1.73041 1.65101 0.05330
C -0.10145 0.06650 0.00304
O -3.90655 1.05851 -0.15212
O -3.05999 -2.15831 0.02166
N -0.52026 1.31216 -0.06118
H 0.81885 0.04841 -0.39262
C -2.05058 -1.55482 0.13616
C -0.87224 -1.01468 0.12914
*
```

Summary:
Frontier orbital gap, eV: 6.843
SMILES: O=C=C=C/N=N\N=O

Name the least stable of them. model ii.

Model i:
Molecular formula: C4H7O4
Method: DFT, ωB97M-V/def2-TZVPD

Geometry as ORCA input:
```
! wB97M-V def2-TZVPD RIJCOSX def2/J DEFGRID3
* xyz -1 1
O -0.94675 -1.45383 -1.23600
H -0.77054 0.80227 -0.04943
H 0.11418 1.00518 2.13464
C -0.35528 -1.29761 -0.14141
C 0.77767 0.43045 1.47618
H -3.07123 -1.03966 -2.76721
O 2.17579 2.34146 1.38631
O -0.11915 -2.13083 0.74907
O -2.58718 -0.27311 -3.09337
H 0.78334 0.41659 -0.73481
C 0.11567 0.19211 0.11025
H 0.76406 -0.53932 1.97730
H -1.95078 -0.14113 -2.36580
C 2.07182 1.13757 1.36188
H 2.99839 0.54984 1.19240
*
```

Summary:
Frontier orbital gap, eV: 8.615

Model ii:
Molecular formula: C4H7O4
Method: DFT, ωB97M-V/def2-TZVPD

Geometry as ORCA input:
```
! wB97M-V def2-TZVPD RIJCOSX def2/J DEFGRID3
* xyz -1 1
C -0.19077 2.21384 0.87634
C 0.93356 1.25917 0.57784
H 1.71665 1.44919 1.32217
O 0.25820 -2.10867 -0.80557
O -0.18914 3.36434 0.49934
H -1.02930 1.85698 1.50830
C 0.86824 -1.01230 -0.66427
H -1.42014 -2.08057 -1.08425
H 1.32492 1.48160 -0.39685
C 0.52120 -0.21918 0.60974
O -2.40575 -2.06484 -1.23934
O 1.73796 -0.52862 -1.41301
H -2.49457 -2.54698 -2.06412
H -0.55030 -0.35650 0.77814
H 0.91923 -0.70746 1.49552
*
```

Summary:
Frontier orbital gap, eV: 8.592

Name the least stable of them. model i.